19
Properties=species:S:1:pos:R:3:forces:R:3 method="wB97M-V/def2-TZVPD" smiles="N[C@@H](C=O)CCS.O" gap_ev=9.513 energy_ev=-20743.783 e_lumo_ev=0.5 e_above_lowest_kcal_mol=81.2
N -0.2300 -1.1264 0.4397 -1.96 1.50 4.11
C -0.7223 0.2402 0.8889 0.45 -1.24 -0.28
C -1.3051 -0.0985 2.2846 -4.68 3.09 -1.53
O -2.4225 0.4409 2.4886 3.19 -1.64 0.49
C 0.4483 1.3093 0.7886 -0.29 -0.57 0.98
C 0.3525 2.0281 -0.5494 1.39 -1.29 -1.59
S -1.1572 2.9450 -0.6272 -1.64 1.15 1.23
H 0.2190 -1.0989 -0.4175 1.67 -0.17 -1.45
H 0.2526 -1.3689 1.3296 0.63 -0.80 -2.06
H -1.5793 0.5033 0.2261 0.60 -0.02 0.86
H -0.9511 -0.8631 2.9802 0.57 -0.02 0.01
H 0.5789 2.1648 1.5128 -0.83 -1.15 -0.06
H 1.2785 0.6065 0.9967 0.39 0.95 -0.76
H 0.0522 1.2374 -1.4356 2.21 1.82 1.80
H 1.2917 2.7869 -0.6111 -2.16 -2.15 -0.67
H -1.6893 2.5594 0.6032 0.46 0.53 -1.07
O 1.6779 -4.3075 -3.7873 -0.33 -1.59 1.46
H 1.9808 -4.4339 -2.8367 -0.23 1.17 -2.27
H 1.9244 -3.5247 -4.2741 0.56 0.42 0.80